Record 1
C4H8N3S2 | wB97M-V/def2-TZVPD

Positions of all 17 atoms, in Å:
C1 0.3316 -0.3256 -0.2151
C2 -0.3870 0.7020 1.6300
C3 0.9209 -1.1536 -2.5939
C4 0.1421 -1.3619 -1.3023
N1 -0.6155 -0.0884 0.6160
N2 1.3005 1.6128 1.2227
N3 -1.5688 1.3645 2.1969
S1 1.6201 0.9071 -0.2097
S2 1.1276 0.6344 2.6690
H1 0.5275 -0.3156 -3.0884
H2 0.7390 -1.9632 -3.1747
H3 1.9581 -0.7787 -2.4636
H4 0.3767 -2.2330 -0.7735
H5 -0.8422 -1.5787 -1.5719
H6 -2.0576 2.0944 1.5024
H7 -1.3359 1.8257 3.1493
H8 -2.2369 0.6580 2.4067

Results
Total charge: +1
Lowest unoccupied orbital energy (eV): -4.21
Max |F| (eV/A): 3.9

Record 2
C13H21NO | wB97M-V/def2-TZVPD

Positions of all 36 atoms, in Å:
C1 -2.5755 -1.1016 2.3902
C2 -3.6246 -1.2147 1.3467
N1 -3.9532 0.0093 0.6267
C3 -5.3686 0.3822 0.8240
C4 -3.2125 0.5671 -0.2759
C5 -3.5381 1.3905 -1.4865
O1 -2.0344 0.2590 -0.0941
H1 -2.2185 -0.0113 2.2915
H2 -1.7073 -1.8340 2.1088
H3 -2.7169 -1.3933 3.5636
H4 -3.3034 -1.9352 0.5281
H5 -4.3708 -1.6079 1.8888
H6 -5.4835 1.1920 -0.0751
H7 -6.1668 -0.2424 0.4457
H8 -5.2579 0.8353 1.6839
H9 -4.4538 1.9063 -1.1496
H10 -2.6286 1.9665 -1.6867
H11 -3.6436 0.7207 -2.3358
C6 3.3361 -2.3226 -1.5580
C7 2.7134 -1.4498 -0.6083
C8 3.5575 -0.2836 -0.3489
C9 3.4126 0.4724 0.8208
C10 4.0414 1.7526 1.0270
C11 4.5971 2.4724 0.0075
C12 4.7562 1.7914 -1.2516
C13 4.2223 0.5068 -1.3350
H12 4.3921 -2.0063 -1.9262
H13 2.8808 -2.1142 -2.4734
H14 3.0178 -3.3124 -1.1862
H15 1.8852 -1.0415 -1.1355
H16 2.3811 -1.9141 0.3987
H17 2.7940 -0.1348 1.5417
H18 3.6545 2.1675 1.9354
H19 5.2371 3.4168 0.0785
H20 5.0749 2.2678 -2.1918
H21 4.3039 -0.1568 -2.3889

Results
SMILES: CCN(C)C(C)=O.CCc1ccccc1
Lowest unoccupied orbital energy (eV): 0.78
Max |F| (eV/A): 8.3